Record 1
This record from OMol25 describes a structure of composition C26H41CrN6P2S5. The level of theory is wB97M-V/def2-TZVPD.

As for the LUMO energy (alpha / beta): -0.103 / -0.105 Eh. The value obtained for the calculated total energy is -137740.2228 eV. As for the HOMO energy (alpha / beta): -9.78 / -9.77 eV. The spin multiplicity is 5. The value obtained for the energy relative to the best compared isomer or geometry (same formula, charge and spin) is 0.0 kcal per mole. The net charge is +1.

Each line ends with the Löwdin charge.
CARTESIAN COORDINATES (ANGSTROEM)
Cr: 0.622272 0.405554 -0.880114  0.18
C: -2.554757 2.526394 1.556732  -0.26
P: -1.285742 2.197742 0.271660  0.84
C: -0.647157 3.898010 -0.012120  -0.27
C: -2.413598 2.000880 -1.187366  -0.41
C: -1.739245 2.256596 -2.535413  -0.38
P: -0.436158 1.019799 -2.964267  0.79
C: -1.401616 -0.242201 -3.872069  -0.24
C: 0.384635 1.895249 -4.334038  -0.26
H: -2.066582 2.724995 2.511820  0.04
H: -3.196513 1.650347 1.676292  0.03
H: -3.169342 3.384961 1.282642  0.05
H: -1.438418 4.565906 -0.358466  0.06
H: 0.166844 3.875972 -0.736587  0.00
H: -0.245724 4.284448 0.926645  0.05
H: -3.262801 2.675494 -1.056115  0.09
H: -2.799700 0.978869 -1.157679  0.06
H: -1.276432 3.243487 -2.555182  0.08
H: -2.482644 2.230455 -3.334220  0.09
H: -2.005811 0.226892 -4.648712  0.06
H: -2.050529 -0.790920 -3.187602  0.04
H: -0.715429 -0.950941 -4.339733  0.05
H: -0.371564 2.378590 -4.953975  0.06
H: 0.946331 1.190564 -4.946150  0.04
H: 1.074712 2.636924 -3.938068  0.03
C: -0.958906 -3.534415 -1.386920  -0.02
C: -0.345644 -2.310540 -1.538415  -0.16
N: -0.538350 -1.291020 -0.686786  -0.05
C: -1.381637 -1.483012 0.333056  -0.07
C: -2.034782 -2.682637 0.573017  -0.19
C: -1.798896 -3.733649 -0.303660  0.02
C: -2.860188 -2.863715 1.792033  -0.03
C: -3.983671 -2.234925 2.128665  -0.02
C: -4.798151 -1.316416 1.305873  -0.28
C: -5.789901 -0.552208 1.909256  -0.01
C: -6.540639 0.277874 1.094975  -0.11
N: -6.371908 0.317197 -0.225611  0.09
C: -5.429827 -0.486387 -0.711168  -0.20
N: -4.615971 -1.276927 -0.019892  0.14
H: -0.772140 -4.321798 -2.104639  0.12
H: 0.341177 -2.129272 -2.356972  0.12
H: -1.512991 -0.646794 1.008374  0.11
H: -2.285568 -4.689396 -0.148562  0.13
H: -2.470450 -3.599568 2.489720  0.12
H: -4.404939 -2.449254 3.105607  0.11
H: -5.968825 -0.603146 2.976746  0.12
H: -7.305630 0.929294 1.504233  0.12
H: -5.314411 -0.493475 -1.790893  0.11
C: 5.713666 2.760279 -0.003536  -0.36
S: 5.086805 1.145674 0.537886  0.80
C: 4.578890 0.461771 -1.000893  -1.02
C: 3.482835 0.817374 -1.704558  -1.10
S: 2.318953 2.054075 -1.285600  0.54
S: 3.245476 -0.092650 -3.187242  0.88
C: 4.595806 -1.186144 -3.045653  -1.50
S: 4.908637 -2.360561 -4.128492  0.58
S: 5.553448 -0.845858 -1.642765  0.91
H: 6.094264 3.257696 0.888477  0.04
H: 4.901335 3.336953 -0.438219  0.02
H: 6.522212 2.623430 -0.716814  0.05
C: 2.639782 -2.307861 0.148449  -0.03
N: 2.471833 -1.907731 1.533715  -0.13
C: 2.615621 -2.971386 2.516242  -0.04
C: 2.063637 -0.654856 1.861835  -0.42
N: 1.450069 0.114608 1.008610  0.04
N: 2.309607 -0.257590 3.159201  -0.16
C: 1.587850 0.893498 3.665498  -0.06
C: 3.668241 -0.379970 3.693397  -0.05
H: 3.482246 -2.996586 0.078962  0.11
H: 2.857215 -1.436776 -0.465597  0.05
H: 1.752828 -2.810615 -0.243056  0.08
H: 2.063104 -3.848972 2.174284  0.09
H: 2.209484 -2.656311 3.472404  0.09
H: 3.660604 -3.257969 2.653877  0.09
H: 1.413205 1.059563 1.365719  0.02
H: 0.535671 0.828210 3.391254  0.09
H: 1.998604 1.845054 3.299193  0.10
H: 1.659716 0.895595 4.751240  0.10
H: 4.241013 -1.100931 3.117759  0.08
H: 3.638028 -0.692574 4.738153  0.10
H: 4.186533 0.581684 3.630317  0.08

Atomic forces in eV per Å
0.63 0.16 0.59
0.15 -0.20 0.10
-0.13 0.28 -0.44
-0.04 -0.15 0.11
0.07 0.06 0.03
0.01 -0.17 0.17
-0.57 0.32 -0.71
0.06 -0.02 0.14
0.10 -0.14 0.05
-0.05 0.01 0.00
0.00 0.02 0.00
0.00 -0.01 -0.01
0.02 0.02 0.01
0.00 0.06 -0.01
0.01 0.00 -0.04
-0.04 0.01 -0.05
-0.13 -0.06 0.05
0.04 0.04 -0.02
0.00 0.07 -0.06
0.01 0.00 -0.01
-0.02 0.02 -0.04
-0.04 0.00 0.00
0.00 -0.01 -0.02
0.04 0.00 0.00
0.01 0.03 0.02
-0.05 -0.16 -0.03
0.04 0.15 -0.09
-0.52 -0.69 -0.04
0.11 0.07 0.10
-0.10 -0.08 0.08
-0.05 0.02 -0.04
0.06 0.02 -0.07
-0.08 0.00 -0.07
0.02 0.01 -0.02
-0.01 0.05 0.13
0.01 0.02 -0.12
0.05 -0.08 0.04
0.04 0.09 0.10
0.05 -0.02 -0.04
0.02 0.02 0.03
0.01 0.01 -0.01
0.02 0.04 0.02
0.03 0.02 -0.01
0.01 0.07 0.04
0.01 -0.03 -0.04
0.03 0.02 -0.07
0.01 -0.05 0.01
0.04 0.01 0.04
-0.05 -0.14 0.02
-0.01 0.01 -0.01
-0.08 0.05 0.07
0.17 0.00 0.12
0.06 0.24 -0.10
-0.08 0.04 0.08
-0.02 0.04 0.07
0.00 -0.10 -0.04
0.00 0.07 -0.07
-0.03 -0.01 -0.05
0.02 0.05 0.00
0.01 0.03 0.00
-0.04 0.01 0.06
0.07 0.11 -0.03
-0.03 0.04 -0.03
0.10 -0.22 0.02
-0.06 -0.11 0.08
0.03 -0.03 -0.04
0.04 0.05 -0.02
-0.05 0.01 -0.01
0.02 0.02 -0.01
-0.01 0.02 0.00
0.02 -0.07 0.05
0.00 0.00 -0.01
-0.01 0.01 0.01
0.00 -0.02 -0.03
0.15 0.14 0.03
-0.01 0.00 0.00
0.00 -0.03 0.01
0.01 0.00 0.03
-0.01 0.02 0.03
-0.01 -0.03 -0.02
-0.03 -0.01 -0.01

=====

Record 2
This record from OMol25 describes a structure of composition C26H41N2OPt. The level of theory is wB97M-V/def2-TZVPD.

As for the LUMO energy (alpha / beta): -0.091 / -0.202 Eh. The value obtained for the calculated total energy is -35887.7213 eV. As for the HOMO energy (alpha / beta): -9.03 / -11.34 eV. The spin multiplicity is 5. The net charge is +1.

Each line ends with the Löwdin charge.
CARTESIAN COORDINATES (ANGSTROEM)
C: 1.059844 -2.417830 -0.076474  -0.18
C: 1.955917 -1.581558 -0.752518  -0.16
C: 1.518753 -1.374214 -2.070764  -0.19
C: 0.230551 -2.084961 -2.273265  -0.41
C: -0.087269 -2.672387 -0.924902  -0.33
Pt: -1.085641 -0.825691 -1.405850  1.20
C: -2.491014 1.824848 -0.917331  -0.41
C: -2.079213 0.809364 0.098604  -0.14
H: -1.392039 1.108197 0.954101  0.11
C: -2.536665 -0.590571 0.109225  -0.19
H: -3.587225 -0.833537 -0.143189  0.08
H: -2.177516 -1.201150 0.958782  0.04
C: -2.692098 3.327230 -0.737577  -0.06
H: -2.033639 3.712406 0.056018  0.10
H: -2.422254 3.740358 -1.729962  0.08
H: -3.719265 3.621367 -0.572193  0.08
C: -3.476898 1.214507 -1.943760  -0.07
H: -3.191138 0.167863 -2.333575  0.07
H: -4.554087 1.072742 -1.571097  0.12
H: -3.483408 1.876055 -2.835621  0.10
C: 3.236449 -1.089383 -0.170713  0.01
H: 3.080603 -0.690013 0.840249  0.08
H: 3.990504 -1.887339 -0.090677  0.11
H: 3.668794 -0.288048 -0.778485  0.09
C: 2.251996 -0.631508 -3.117710  -0.03
H: 2.357406 0.442682 -2.848391  0.10
H: 3.274424 -1.024127 -3.297467  0.11
H: 1.705975 -0.689220 -4.074691  0.07
C: -0.258781 -2.648717 -3.554504  -0.03
H: -0.152778 -1.905796 -4.344069  0.07
H: 0.322222 -3.525154 -3.835066  0.11
H: -1.306550 -2.932684 -3.456159  0.08
C: -1.092915 -3.732165 -0.654644  -0.05
H: -1.888689 -3.708074 -1.410826  0.08
H: -0.644030 -4.736506 -0.649110  0.11
H: -1.561123 -3.577940 0.335188  0.09
C: 1.317895 -3.050762 1.232223  -0.01
H: 0.447421 -3.606837 1.599444  0.08
H: 2.162607 -3.759417 1.177205  0.11
H: 1.594261 -2.302478 1.990192  0.08
C: -0.691647 0.971870 -2.506125  -0.21
C: -0.883419 2.137780 -1.724408  -0.28
C: -0.340424 1.102587 -3.875542  -0.10
C: -0.196989 3.399071 -2.111647  -0.05
H: -0.416540 1.679910 -0.757281  0.14
C: 0.203440 2.350045 -4.325114  -0.07
H: -0.337823 0.269781 -4.633793  0.10
C: 0.351860 3.437435 -3.400478  -0.08
H: -0.340884 4.270025 -1.361506  0.14
H: 0.651035 2.483334 -5.316589  0.10
H: 0.896339 4.368484 -3.656157  0.11
C: 1.861931 2.233394 2.311225  -0.05
N: 1.358319 1.414632 3.397378  -0.14
C: 1.272688 2.065471 4.701635  -0.05
C: 0.531783 0.373758 3.030664  -0.48
O: 0.216035 0.199358 1.832564  -0.02
N: 0.109114 -0.470523 4.042425  -0.14
C: 0.909371 -0.790848 5.218370  -0.06
C: -0.924132 -1.428649 3.697448  -0.05
H: 2.586558 2.935867 2.731533  0.09
H: 1.059301 2.816859 1.828366  0.10
H: 2.360940 1.598104 1.567007  0.08
H: 0.301696 1.884701 5.181796  0.10
H: 2.087349 1.744748 5.367585  0.09
H: 1.383051 3.144546 4.549892  0.09
H: 0.492959 -0.320418 6.117154  0.09
H: 0.875411 -1.869467 5.374215  0.09
H: 1.953214 -0.514922 5.074799  0.09
H: -1.785380 -0.908560 3.245731  0.09
H: -0.565246 -2.206594 2.993077  0.07
H: -1.241302 -1.921327 4.625132  0.10

Atomic forces in eV per Å
-0.76 -0.34 0.44
0.50 0.40 -0.27
-0.70 -0.58 -0.51
1.75 -1.08 0.77
0.67 0.17 -0.95
-0.11 1.99 0.54
0.29 -0.25 -1.75
-0.86 -1.52 1.02
-0.63 -0.49 -1.51
-0.61 2.10 1.63
0.81 0.17 -0.50
-0.14 0.61 -0.36
-0.47 -0.10 0.17
-0.28 0.09 -0.35
-0.36 0.28 0.89
-0.34 -0.06 0.51
-0.73 -0.45 -0.56
-0.15 1.49 0.58
1.55 0.51 -0.26
-0.23 -0.43 0.45
0.12 0.33 -0.03
-0.06 -0.16 -0.16
-0.26 0.08 -0.04
-0.07 -0.18 0.06
0.29 0.47 -0.62
-0.08 -0.56 -0.20
-0.50 0.09 0.23
0.36 0.13 0.43
0.07 0.18 -0.19
-0.13 -0.11 -0.11
0.02 -0.18 -0.09
0.01 -0.06 -0.20
-0.57 -0.17 0.22
0.18 -0.16 0.25
0.00 0.18 -0.05
0.17 -0.11 -0.42
0.05 -0.14 0.53
0.23 0.12 -0.11
-0.21 0.18 -0.07
-0.09 -0.11 -0.18
0.43 -0.65 -3.85
1.77 -2.92 3.78
0.36 0.02 0.12
-1.16 0.50 -0.56
0.15 1.88 -0.87
0.18 -0.05 0.99
-0.11 0.80 1.13
-0.55 0.70 1.42
0.94 -1.44 -1.70
-0.43 -0.30 0.33
-0.43 -0.79 -0.20
0.17 0.14 -0.22
-0.47 -0.40 -0.07
0.10 0.09 0.20
0.32 -0.11 -0.20
0.21 -0.06 1.29
0.09 0.31 -0.73
-0.16 0.01 0.08
-0.30 -0.20 -0.19
-0.03 -0.17 -0.16
0.24 -0.23 0.03
-0.23 0.32 0.13
0.31 -0.01 -0.14
-0.31 0.09 -0.08
-0.13 -0.20 0.08
0.28 -0.02 -0.08
0.06 -0.01 -0.04
-0.10 0.12 0.07
0.33 -0.29 0.19
-0.19 0.39 0.32
-0.06 0.16 -0.31